The following is a DFT calculation (ωB97M-V with the def2-TZVPD basis set) of a cluster of 14 separate species, C6H39NO14 in total.

Geometry as XYZ:
```
60
Properties=species:S:1:pos:R:3:forces:R:3:nbo_charge:R:1
C 0.582592 -1.104278 -1.105322 0.97 -0.06 0.43 -0.2382
N 1.003434 -0.429885 0.144108 -0.59 -0.06 -0.63 -0.6495
C 2.002971 0.593608 -0.076975 0.33 1.29 -0.02 -0.2257
C 1.922176 1.662578 1.018355 1.42 0.35 0.95 -0.5494
C 0.668504 2.477113 1.089747 0.10 -1.61 0.65 0.5255
O -0.406139 1.894680 1.061120 0.29 0.42 -0.66 -0.6283
C -0.766082 -1.753930 -1.016182 -1.82 -1.69 -0.41 -0.4216
C -1.061278 -2.521207 0.298417 0.76 1.72 -0.07 -0.6405
H 1.351089 -1.872159 -1.227348 -0.03 -0.34 -0.34 0.1654
H 0.663244 -0.466860 -1.990386 -0.21 0.18 0.13 0.2050
H 0.178327 -0.010101 0.544953 0.04 0.30 -0.04 0.3639
H 3.020940 0.219956 -0.095886 -0.06 -0.39 0.51 0.1972
H 2.003521 1.085410 -1.067981 -0.82 -0.17 0.43 0.1986
H 2.164398 1.191729 1.995557 -1.11 -0.18 -0.13 0.2531
H 2.773350 2.350755 1.089653 0.04 0.09 -1.10 0.2311
H 0.765708 3.544947 1.286446 -0.27 0.18 -0.27 0.1644
H -1.640640 -1.183909 -1.349548 0.42 0.71 0.30 0.2140
H -0.846135 -2.549265 -1.774254 0.47 0.37 -0.14 0.2182
H -1.565590 -1.924001 1.053831 -0.26 0.21 -0.16 0.1805
H -1.670432 -3.401263 0.150863 0.33 -0.38 -0.03 0.2230
H -0.064823 -2.622680 0.727165 -0.27 -1.00 0.34 0.2298
H -0.852352 -0.584219 2.385500 0.66 0.03 0.05 0.4734
H -2.193208 -0.900377 2.906589 0.58 0.15 0.59 0.4927
O -1.255291 -0.873049 3.209762 -0.92 0.19 -0.26 -0.9663
H -0.683215 1.869018 -3.208925 0.62 0.02 -0.57 0.5026
H 0.131835 0.979164 -4.244009 0.93 0.32 -0.03 0.4867
O -0.692389 1.091282 -3.796855 -1.47 -0.10 0.31 -0.9964
H 2.718434 -3.875015 0.934794 -0.35 0.04 -0.03 0.4758
H 2.991892 -2.745666 1.968125 -0.26 -0.29 -0.28 0.4778
O 3.399726 -3.462072 1.463911 0.54 0.31 0.24 -0.9525
H -0.521134 2.342768 3.846732 -0.28 0.04 -0.02 0.4797
H -1.321446 3.470799 3.127821 -0.08 -0.32 0.17 0.4944
O -0.435495 3.181275 3.382923 0.35 0.49 0.57 -0.9703
H -2.900408 2.267249 -1.320738 -0.32 -0.04 0.59 0.4860
H -2.893599 3.395446 -0.146291 -0.30 -0.85 0.25 0.5204
O -2.654595 3.153429 -1.050963 0.02 0.92 -0.93 -0.9898
H 0.517932 -4.029103 -1.617409 -0.03 0.50 0.53 0.4772
H 0.424128 -4.415777 -0.050397 -0.12 0.66 -0.27 0.4857
O 0.469169 -4.720110 -0.958003 0.30 -1.47 -0.29 -0.9599
H -0.238121 2.150839 -1.493872 -0.05 0.09 0.43 0.4652
H -1.070585 3.462574 -1.635195 0.74 -0.75 0.12 0.5127
O -0.183023 3.053059 -1.824161 -0.12 0.46 -0.44 -0.9810
H 3.873411 -0.701083 -1.974006 0.03 0.22 -0.07 0.4726
H 4.570506 -0.762743 -0.644024 0.31 -0.11 -0.03 0.4700
O 4.652074 -0.361534 -1.516630 0.05 -0.28 0.05 -0.9365
H -4.385101 -1.207480 2.597911 0.47 0.00 0.64 0.4870
H -4.255800 -0.211890 1.572881 0.70 0.41 0.06 0.4849
O -3.788104 -0.468318 2.388765 -1.66 -0.42 -0.85 -0.9463
H -2.658735 -1.701930 -4.423554 -0.13 0.52 -0.36 0.4708
H -1.772234 -0.360125 -4.134440 -0.34 -0.09 -0.19 0.5080
O -1.938593 -1.296231 -3.944384 0.41 -0.56 0.57 -0.9926
H -1.784500 2.542840 1.408516 -0.68 0.46 0.12 0.4986
H -3.094462 1.981190 1.880641 -0.42 0.00 0.29 0.4714
O -2.715412 2.839290 1.673106 0.63 -0.24 -0.16 -1.0106
H 2.743919 0.342508 -3.848168 0.26 -0.07 -0.45 0.4774
H 2.969819 1.650442 -3.075374 0.26 0.18 -0.08 0.4886
O 2.470401 0.833249 -3.076672 -0.46 -0.14 -0.12 -0.9561
H -0.568661 -2.586869 3.280869 0.33 -0.05 -0.87 0.4934
H 0.575950 -3.318126 3.821000 0.35 -0.41 -0.33 0.4621
O 0.134287 -3.203750 2.967203 -0.29 0.23 1.28 -0.9733
```
Forces are in eV/Å.

The HOMO-LUMO gap comes out at 8.6 eV. The total energy is -37008.7556 eV. The LUMO energy is -0.3 eV. The value obtained for the energy above the lowest of the compared OMol25 structures with the same formula, charge and spin is 467.0 kJ/mol.

=====

The following is a DFT calculation (ωB97M-V with the def2-TZVPD basis set) of the molecule C10H18N2O2.

Geometry as XYZ:
```
32
Properties=species:S:1:pos:R:3:forces:R:3:nbo_charge:R:1
C -4.839774 -0.634923 -1.125911 0.20 0.14 -0.08 -0.5988
C -3.503885 0.035842 -0.829678 -0.13 -0.22 0.21 -0.3947
C -3.027605 -0.268571 0.589314 0.12 0.34 -0.13 -0.3884
C -1.756100 0.483834 0.982431 -0.04 -0.38 -0.10 -0.3853
C -0.521601 0.033291 0.202885 0.00 0.34 0.29 -0.3956
C 0.738413 0.738418 0.703776 0.05 -0.24 -0.41 -0.3939
H 0.602209 1.816418 0.600837 0.02 0.06 0.02 0.2120
H 0.888966 0.520520 1.763277 0.06 0.06 0.07 0.2074
C 1.996993 0.335298 -0.066694 0.03 0.38 0.13 -0.0329
N 2.381242 -1.018498 0.280090 -0.53 0.09 0.20 -0.6345
C 3.591151 -1.546505 0.000373 0.12 0.03 0.02 0.7899
O 3.867745 -2.715725 0.120614 0.15 -0.37 -0.06 -0.6196
N 4.538827 -0.617678 -0.442598 0.31 -0.45 -0.19 -0.6644
C 4.454865 0.747179 -0.374627 -0.38 0.35 0.20 0.6921
O 5.343777 1.460676 -0.765484 0.21 0.15 -0.08 -0.5732
C 3.175538 1.248512 0.263742 -0.05 -0.05 -0.20 -0.5079
H 3.336457 1.264205 1.345676 -0.03 -0.01 0.02 0.2359
H 2.993100 2.269453 -0.069327 0.06 -0.05 -0.02 0.2438
H 5.417153 -1.012798 -0.757780 -0.14 0.05 0.08 0.4298
H 1.658774 -1.677653 0.523861 0.17 -0.08 -0.04 0.4133
H 1.790500 0.395662 -1.148449 0.01 0.06 0.14 0.1860
H -0.416222 -1.049075 0.305960 -0.04 -0.11 -0.06 0.1872
H -0.653787 0.255384 -0.857071 0.03 -0.08 -0.08 0.2023
H -1.573019 0.326783 2.048276 0.04 0.09 0.05 0.2006
H -1.908842 1.554439 0.828818 0.01 0.09 0.06 0.1959
H -3.821333 0.005836 1.288217 -0.06 -0.08 0.03 0.2013
H -2.858622 -1.343215 0.690639 -0.04 -0.08 0.06 0.1935
H -3.606623 1.116734 -0.950295 0.08 0.06 -0.04 0.1934
H -2.764284 -0.312447 -1.552514 0.06 0.08 -0.05 0.1931
H -5.162690 -0.414164 -2.140535 -0.11 -0.04 -0.08 0.2090
H -5.605428 -0.282880 -0.437969 -0.11 0.00 0.06 0.2009
H -4.755905 -1.714354 -1.019864 -0.05 -0.13 0.00 0.2015
```
Forces are in eV/Å.

The HOMO-LUMO gap comes out at 10.8 eV. The total energy is -17739.1594 eV. The LUMO energy is 0.7 eV. The SMILES is CCCCCC[C@H]1CC(=O)NC(=O)N1. The value obtained for the energy above the lowest of the compared OMol25 structures with the same formula, charge and spin is 0.0 kJ/mol.

=====

The following is a DFT calculation (ωB97M-V with the def2-TZVPD basis set) of the molecule C4H7NO2S.

Geometry as XYZ:
```
15
Properties=species:S:1:pos:R:3:forces:R:3:nbo_charge:R:1
C -0.064304 -0.997714 -2.794132 -3.68 0.17 1.74 -0.2795
C -0.059178 -1.628637 -0.424384 -0.34 1.37 1.78 0.0943
C -0.064881 -0.385007 0.185037 2.07 -1.27 -2.54 -0.0573
C -0.054632 0.635107 2.321733 1.03 -0.08 -0.75 0.3787
H 0.701986 -0.146249 -2.857907 -1.16 -1.49 -0.13 0.2005
H -1.172526 -0.672213 -2.426705 2.53 0.57 -1.32 0.1867
H -0.338691 -1.650486 -3.657004 1.15 1.04 0.13 0.2161
H -0.280314 -2.374315 0.499787 0.54 0.55 -3.33 0.2174
H 0.436254 0.591553 -0.308042 -1.76 -2.26 1.69 0.2379
H 0.054175 0.190036 3.363626 -0.38 1.70 -0.82 0.1797
H 0.489387 4.004820 1.789786 0.38 1.30 -1.86 0.0951
N 0.111716 1.814494 1.765709 -0.82 -4.08 1.00 -0.6670
O 0.156179 -1.977752 -1.769292 0.54 -0.27 2.64 -0.5214
O -0.172554 -0.574710 1.596865 0.20 3.73 -0.84 -0.5053
S 0.257384 3.171075 2.714923 -0.31 -0.98 2.60 0.2240
```
Forces are in eV/Å.

The HOMO-LUMO gap comes out at 9.1 eV. The total energy is -20677.1368 eV. The LUMO energy is 0.9 eV. The SMILES is CO/C=C/O/C=N/S. The value obtained for the energy above the lowest of the compared OMol25 structures with the same formula, charge and spin is 540.3 kJ/mol.

=====

The following is a DFT calculation (ωB97M-V with the def2-TZVPD basis set) of a cluster of 5 separate species, C23H46N3O9S4 in total.

Geometry as XYZ:
```
85
Properties=species:S:1:pos:R:3:forces:R:3:lowdin_charge:R:1
C 2.529823 3.603784 3.330183 -0.44 -0.09 -0.25 -0.0973
C 2.386863 3.602746 1.711993 -0.57 -0.03 0.70 -0.1803
C 0.823825 3.490589 1.365446 0.80 1.45 -1.70 -0.1600
O 0.187934 2.329635 2.021178 -0.87 3.81 0.05 -0.1912
N -1.132706 2.528352 2.136451 -4.91 1.73 1.43 -0.0810
C -2.239479 2.081251 1.342582 0.45 1.04 1.10 0.0661
N -3.499864 2.608995 1.869610 5.61 0.54 1.95 0.1330
C -3.129256 3.384078 3.043250 3.84 -0.08 1.46 -0.1109
C -3.990201 4.212655 4.107012 0.88 0.14 0.05 -0.2070
N -4.650643 5.406733 3.464777 -0.64 -1.95 -0.15 -0.0094
C -1.599350 3.345888 3.253312 -4.95 -1.50 -3.18 0.1195
H 2.767693 2.543790 3.703573 -0.16 1.75 -0.47 0.0869
H 3.273189 4.394826 3.706737 -0.96 -1.48 -0.62 0.0856
H 1.505677 3.877570 3.783108 1.56 -0.34 -0.64 0.0594
H 3.013772 2.780220 1.215628 -1.03 1.14 0.82 0.1087
H 2.751399 4.614170 1.301677 -0.74 -1.56 0.48 0.1237
H 0.610582 3.376588 0.230910 0.55 0.20 1.93 0.1158
H 0.345295 4.496160 1.673407 0.47 -1.78 -0.23 0.1333
H -2.103801 1.408536 0.420224 -0.37 1.28 1.82 0.1702
H -4.455687 2.485043 1.513076 0.90 -0.09 0.11 0.1716
H -3.226310 4.647755 4.864992 -1.02 -1.10 -1.31 0.1230
H -4.713773 3.573778 4.733284 1.03 0.81 -1.25 0.1310
H -5.667707 5.215175 3.533355 0.80 0.55 -0.31 0.0757
H -4.405236 5.364253 2.463154 -0.31 0.45 0.61 0.0571
H -0.923821 3.829078 4.029812 -1.12 -0.89 -1.40 0.1503
C -1.665049 4.973913 -3.776645 0.16 -0.10 -0.07 -0.2142
C -2.517754 3.760141 -3.402700 -0.15 -0.07 -0.27 -0.2087
C -2.342180 3.521342 -1.901994 -0.12 -0.57 -0.17 -0.2419
S -1.967090 5.116787 -1.181867 -0.25 0.50 -0.32 0.6688
O -0.618479 5.081061 -0.659848 -0.43 0.07 0.14 -0.3311
O -3.090998 5.556011 -0.384072 0.41 -0.25 0.33 -0.3316
C -1.956689 6.026869 -2.715552 0.05 0.20 -0.41 -0.2225
H -1.897859 5.339437 -4.778678 0.04 -0.02 0.12 0.1240
H -0.604619 4.701791 -3.753278 -0.07 0.08 -0.03 0.1233
H -3.569326 3.972379 -3.621362 0.11 -0.02 0.04 0.1236
H -2.235911 2.875427 -3.978121 -0.06 0.08 0.08 0.1207
H -3.251659 3.124568 -1.448436 0.12 0.11 0.09 0.0939
H -1.502658 2.852898 -1.698826 0.01 0.14 0.03 0.0934
H -1.205665 6.815601 -2.674917 -0.08 -0.05 0.20 0.1154
H -2.950182 6.459698 -2.853323 0.08 -0.03 0.12 0.1151
C 3.085996 -1.838296 -0.149202 -0.04 -0.01 0.14 -0.2405
C 2.885553 -0.598444 -1.020978 0.26 0.03 -0.11 -0.2064
C 1.442225 -0.128788 -0.826702 0.05 0.25 -0.52 -0.2164
S 0.962852 -0.651122 0.816493 0.97 -0.42 0.30 0.7097
O -0.088444 -1.638949 0.697997 -0.26 0.43 0.12 -0.3248
O 0.833482 0.516499 1.671642 0.67 -3.95 -0.93 -0.3227
C 2.487750 -1.489926 1.207713 0.28 -0.28 -0.06 -0.2116
H 4.138305 -2.107866 -0.065656 -0.25 0.04 0.03 0.1011
H 2.552671 -2.687690 -0.587357 0.09 0.05 0.10 0.1181
H 3.575521 0.188903 -0.699070 -0.06 -0.07 -0.02 0.1216
H 3.094167 -0.806670 -2.072342 0.00 0.01 0.15 0.1120
H 1.358512 0.957127 -0.899958 -0.15 -0.09 0.10 0.0927
H 0.767618 -0.603069 -1.542389 -0.02 -0.01 0.17 0.1068
H 2.283383 -2.365017 1.824617 -0.13 0.14 0.02 0.1151
H 3.125172 -0.787465 1.749984 -0.14 0.00 0.00 0.1115
C -2.621321 -3.507799 1.223533 0.02 0.16 0.08 -0.2400
C -3.835747 -3.521876 2.154371 0.07 0.05 0.15 -0.2210
C -4.886678 -4.437906 1.524204 -0.36 0.41 0.38 -0.2278
S -3.984634 -5.636611 0.548713 0.13 -0.41 0.08 0.6664
O -4.305346 -5.430385 -0.845016 -0.01 -0.19 0.24 -0.3226
O -4.081796 -6.933285 1.178692 -0.11 0.24 -0.43 -0.3219
C -2.362101 -4.963751 0.861151 0.39 0.28 0.06 -0.2299
H -1.751314 -3.052166 1.698920 -0.10 -0.04 -0.14 0.0905
H -2.854049 -2.932596 0.321180 0.09 -0.06 0.04 0.1183
H -3.540723 -3.917460 3.131890 -0.02 0.04 -0.09 0.1195
H -4.234091 -2.516882 2.314468 0.01 -0.10 0.01 0.1090
H -5.474674 -4.957278 2.281909 0.01 -0.09 -0.24 0.1054
H -5.548259 -3.886080 0.853890 0.08 -0.17 -0.04 0.1042
H -1.734172 -5.081356 -0.021742 -0.15 -0.13 0.02 0.1096
H -1.931703 -5.508582 1.704548 -0.09 -0.02 -0.10 0.1114
C 6.064162 -6.101393 -3.439665 -0.01 -0.20 0.03 -0.2191
C 4.643521 -5.938220 -3.982753 0.03 -0.07 -0.27 -0.2149
C 3.806799 -5.275249 -2.887134 -0.44 -0.27 -0.30 -0.2220
S 4.944253 -4.296999 -1.912085 0.30 -0.17 -0.34 0.6763
O 5.011703 -4.858565 -0.582416 -0.16 0.47 -0.07 -0.3121
O 4.685010 -2.891501 -2.145096 0.11 -0.23 0.14 -0.3401
C 6.418317 -4.765048 -2.800774 0.40 -0.16 -0.21 -0.2287
H 6.771106 -6.368961 -4.227599 -0.05 0.03 0.10 0.1206
H 6.082319 -6.894324 -2.684825 0.05 0.08 -0.06 0.1236
H 4.664227 -5.296431 -4.869715 0.00 -0.06 0.09 0.1199
H 4.212668 -6.896323 -4.281971 0.02 0.13 0.04 0.1194
H 3.037647 -4.625050 -3.306182 0.07 0.02 0.21 0.1048
H 3.349296 -6.016540 -2.229270 0.10 0.15 0.06 0.1095
H 7.262654 -4.827197 -2.114407 -0.15 0.13 0.07 0.1127
H 6.606061 -4.002986 -3.560727 -0.06 0.00 0.12 0.1109
```
Forces are in eV/Å.

The HOMO-LUMO gap comes out at 8.8 eV. The total energy is -90822.5477 eV. The LUMO energy is -3.0 eV. The net charge is +1. The value obtained for the energy above the lowest of the compared OMol25 structures with the same formula, charge and spin is 0.0 kJ/mol.

=====

> The lowest LUMO energy belongs to which entry?

C23H46N3O9S4

=====

> Among the records above, which one has the highest LUMO energy?

C4H7NO2S

=====

> Which of these has the lowest LUMO energy?

C23H46N3O9S4

=====

> Among the records above, which one has the lowest LUMO energy?

C23H46N3O9S4